{
  "formula": "C4H13N3",
  "method": "ωB97M-V/def2-TZVPD",
  "symbols": ["C", "C", "H", "H", "H", "H", "N", "H", "N", "H", "H", "H", "H", "H", "C", "H", "C", "H", "H", "N"],
  "positions_angstrom": [[-2.235, -0.016, 0.815], [0.942, -0.570, -0.809], [-2.562, 0.886, -0.959], [-1.291, -1.940, 1.093], [1.097, -1.557, -1.262], [0.203, 0.114, 1.004], [2.508, 1.251, 0.164], [-3.212, -0.482, 0.790], [0.087, -0.639, 0.320], [1.913, 1.501, 0.938], [-2.057, 0.235, 1.860], [2.752, -0.770, 0.264], [-1.401, 1.588, -0.127], [2.952, -0.161, -1.337], [-1.265, -1.127, 0.365], [0.466, 0.078, -1.572], [2.353, -0.028, -0.438], [2.591, 2.017, -0.494], [-1.524, -1.549, -0.600], [-2.317, 1.169, -0.015]],
  "lowdin_spin": [0.041, 0.094, 0.000, 0.039, 0.015, 0.011, 0.013, 0.005, 0.602, 0.000, 0.000, 0.002, 0.002, 0.000, 0.084, 0.051, 0.013, 0.001, 0.004, 0.023],
  "spin_multiplicity": 2,
  "de_lowest_ev": 0.5847,
  "energy_ev": -8820.4194,
  "s2": 0.7545,
  "homo_lumo_gap_ev": [10.60, 5.89],
  "charge": 1
}